Formula: CH4INP2
Source: the OMol25 dataset
Level of theory: ωB97M-V/def2-TZVPD

XYZ file:
```
9
Properties=species:S:1:pos:R:3:forces:R:3:nbo_charge:R:1
C -0.567 -0.128 1.889 -2.117 -0.896 -0.931 -1.03
N 0.015 -0.024 -0.733 -0.047 -2.058 4.168 -1.27
P 0.044 0.130 -2.304 -0.586 -0.369 -2.247 0.75
P 0.110 -1.077 0.486 0.320 1.540 -1.901 1.07
I 2.183 -0.553 -3.350 0.155 -0.267 0.104 -0.23
H -1.446 0.468 1.543 0.194 -0.809 0.163 0.26
H 0.088 0.669 2.126 1.153 0.286 1.050 0.26
H -0.874 -0.911 2.633 0.545 1.296 -0.103 0.24
H 0.447 1.427 -2.291 0.385 1.276 -0.301 -0.07
```
Positions in Å, forces in eV/Å.

ΔE to the lowest compared entry with this formula, charge and spin: 8.9 kcal per mole
Kohn-Sham gap: 7.4 eV
Net charge: 0
Structure (SMILES): C/P=N/PI
Lowest unoccupied orbital energy: -1.178 eV
Molar mass: 218.9 g mol⁻¹
2S+1: 1
Electronic energy: -29269.5586 eV